# 1
Below is C39H41NO2P2Pb as an isolated structure, with properties calculated with wB97M-V/def2-TZVPD.

HOMO (alpha / beta) (eV): -12.96 / -13.04
Orbital gap (alpha / beta) (eV): 4.10 / 3.08
Net charge: +2

Geometry (Å):
Pb 1.96840 -0.83965 0.24113
C -2.60195 0.65351 5.67845
C -2.91515 0.47376 4.39331
C -3.55996 1.43741 3.45347
C -2.66287 2.39042 2.65316
C -1.76095 3.27643 3.45198
C -1.90796 3.64307 4.70552
C -2.99076 3.22564 5.68687
C -2.70594 1.92216 6.47145
C 3.29846 -0.08989 2.01481
H -2.28434 -0.20354 6.27429
H -2.66286 -0.50598 3.94131
H -4.39586 1.99292 3.87429
H -4.07781 0.82096 2.70309
H -2.06986 1.83862 1.91509
H -3.33573 3.03697 2.07224
H -0.95411 3.71785 2.86560
H -1.14900 4.28792 5.19116
H -3.95754 3.13474 5.17966
H -3.05758 4.04478 6.43853
H -1.72133 2.04716 6.93417
H -3.41501 1.86629 7.32453
H 3.78139 -0.96462 2.44185
H 2.81036 0.47859 2.82027
H 4.06926 0.55647 1.58107
P 0.13138 -2.31123 -2.13021
P 2.22720 0.29075 -2.78854
C -0.38769 -0.72885 -2.82431
C 0.47307 0.24807 -3.21230
C -0.44723 -3.39092 -3.57562
C -1.53765 -3.01944 -4.38390
C -1.86425 -3.76315 -5.52619
C -1.12652 -4.89219 -5.87083
C -0.07394 -5.29310 -5.04632
C 0.26831 -4.55791 -3.91527
C -1.34119 -2.39570 -1.01398
C -1.46530 -1.36987 -0.06034
C -2.14469 -1.63057 1.12241
C -3.04980 -2.69482 1.19334
C -3.12032 -3.60508 0.12552
C -2.19309 -3.50986 -0.93171
C 2.76390 0.78532 -4.52479
C 2.41780 -0.06536 -5.60005
C 2.77973 0.26259 -6.91472
C 3.48005 1.45083 -7.17913
C 3.80721 2.30813 -6.12236
C 3.44957 1.97829 -4.80831
C 2.28238 1.95257 -1.98500
C 3.42977 2.22029 -1.21415
C 3.53904 3.42872 -0.52969
C 2.51358 4.38215 -0.60929
C 1.37488 4.12037 -1.38430
C 1.25774 2.90361 -2.07132
H -1.47272 -0.61052 -2.95533
H 0.13433 1.05715 -3.87258
H -2.12444 -2.13395 -4.14609
H -2.70182 -3.43220 -6.14619
H -1.37993 -5.45549 -6.77162
H 0.48366 -6.19744 -5.29339
H 1.08662 -4.88181 -3.27098
H -0.99233 -0.39138 -0.19937
H -1.92566 -1.02146 1.99714
H -3.69623 -2.81731 2.06156
H -3.86326 -4.39820 0.12223
H -2.15357 -4.29263 -1.68166
H 1.83367 -0.96718 -5.41533
H 2.50225 -0.40196 -7.73726
H 3.76165 1.70520 -8.20612
H 4.35045 3.24020 -6.31977
H 3.70037 2.67221 -4.00277
H 4.23056 1.47993 -1.16231
H 4.43191 3.62818 0.05642
H 2.59697 5.32305 -0.07276
H 0.57262 4.85633 -1.45755
H 0.36094 2.70877 -2.65868
O 0.27325 1.03465 3.88810
C 0.48470 -0.17140 3.96638
C 0.89644 -0.85428 5.26205
C 1.55299 -2.12213 4.73818
C 0.93346 -2.28945 3.35304
O 0.83693 -3.33371 2.73201
N 0.49302 -1.05532 2.89869
H 1.56023 -0.20853 5.83841
H 0.02092 -1.09556 5.89085
H 2.64125 -1.94673 4.63810
H 1.38553 -2.97259 5.40069



# 2
Below is C56H48AsInN3OPSSi as an isolated structure, with properties calculated with wB97M-V/def2-TZVPD.

HOMO (alpha / beta) (eV): -11.67 / -11.67
Orbital gap (alpha / beta) (eV): 4.00 / 3.77
Net charge: +2

Geometry (Å):
In 0.70990 0.21100 -1.18365
N -0.32800 2.54594 3.03230
C -0.78523 1.74464 4.06372
C -1.04953 2.30240 5.31272
C -1.52931 1.49799 6.32330
C -1.76338 0.13299 6.10793
C -1.50735 -0.42793 4.88009
C -1.00509 0.37590 3.85120
S -0.65955 -0.32402 2.32189
N -0.17230 0.90111 1.38200
C -0.11033 2.14300 1.76315
C 0.18788 3.17266 0.73078
C 0.31050 4.51988 1.03094
C 0.48690 5.42425 -0.00875
C 0.52613 4.95016 -1.30334
C 0.42106 3.57813 -1.50646
N 0.26768 2.70974 -0.51932
H -0.31196 3.53763 3.21708
H -0.88686 3.36074 5.47573
H -1.73892 1.92852 7.29296
H -2.15149 -0.47758 6.91119
H -1.70079 -1.47645 4.69301
H 0.26096 4.90706 2.03942
H 0.58108 6.48110 0.19973
H 0.64246 5.61563 -2.14685
H 0.46989 3.16477 -2.50821
O 2.55054 0.72814 -0.08930
Si 3.56831 0.43774 1.07311
C 2.88970 -0.16630 2.70324
C 2.63899 0.70465 3.76844
C 2.14312 0.23399 4.97848
C 1.89405 -1.12221 5.14542
C 2.12560 -2.00280 4.09704
C 2.61544 -1.52580 2.88753
C 5.09736 -0.56710 0.56655
C 5.45457 -0.60412 -0.79814
C 6.45778 -1.44762 -1.22146
C 7.16775 -2.20034 -0.28517
C 6.87592 -2.11419 1.07798
C 5.87568 -1.27105 1.50834
C 4.86749 1.79823 1.31804
C 5.03164 2.72053 0.26577
C 5.89562 3.78688 0.40965
C 6.65230 3.91257 1.57392
C 6.54514 2.97413 2.59810
C 5.68434 1.90402 2.45887
H 2.85684 1.76304 3.66408
H 1.97929 0.91875 5.80128
H 1.53468 -1.49392 6.09636
H 1.94547 -3.06230 4.22711
H 2.80950 -2.23262 2.08670
H 4.89982 -0.00555 -1.50982
H 6.70511 -1.52134 -2.27155
H 7.96992 -2.84536 -0.61886
H 7.44148 -2.70024 1.78932
H 5.65145 -1.18995 2.56544
H 4.44343 2.60654 -0.63665
H 5.99708 4.51698 -0.38196
H 7.34582 4.73704 1.67474
H 7.14930 3.07440 3.48950
H 5.62327 1.16038 3.24444
C -4.12971 -0.38569 0.26614
C -4.20680 -1.67421 -0.53708
As -5.55260 -2.99252 0.09227
C -5.11472 -2.84384 2.00188
C -5.63642 -1.88342 2.86488
C -5.25230 -1.84833 4.19934
C -4.34149 -2.77605 4.68773
C -3.80959 -3.73457 3.83511
C -4.19804 -3.76776 2.50135
C -7.14567 -1.87156 0.02500
C -8.23057 -2.20955 0.83168
C -9.41905 -1.49933 0.75196
C -9.54327 -0.44972 -0.14833
C -8.47512 -0.11826 -0.96813
C -7.28312 -0.82613 -0.88309
P -2.84110 0.74118 -0.41261
C -3.59030 1.27162 -1.98674
C -4.84357 1.88555 -2.04541
C -5.40889 2.20726 -3.26732
C -4.73150 1.91471 -4.44717
C -3.48767 1.30706 -4.40069
C -2.91956 0.98664 -3.17262
C -3.08304 2.22615 0.63727
C -2.92261 3.51356 0.11841
C -2.98740 4.62824 0.93991
C -3.21406 4.48414 2.30409
C -3.38673 3.21246 2.83343
C -3.31674 2.09580 2.00951
H -3.84701 -0.62013 1.29525
H -5.09640 0.12256 0.31075
H -3.25214 -2.20708 -0.50740
H -4.41315 -1.48050 -1.59235
H -6.36634 -1.16975 2.50131
H -5.68877 -1.11294 4.86406
H -4.07680 -2.77224 5.73827
H -3.13008 -4.48856 4.21509
H -3.81049 -4.54619 1.85296
H -8.15262 -3.03438 1.53186
H -10.25216 -1.77228 1.38615
H -10.47300 0.09894 -0.21742
H -8.57041 0.68808 -1.68453
H -6.46699 -0.55385 -1.54264
H -5.37590 2.12288 -1.13042
H -6.37869 2.68614 -3.30427
H -5.17891 2.15960 -5.40122
H -2.96218 1.07330 -5.31721
H -1.95282 0.49702 -3.13717
H -2.76550 3.64511 -0.94627
H -2.88167 5.61659 0.51032
H -3.29322 5.35687 2.93938
H -3.60798 3.08794 3.88727
H -3.48207 1.11670 2.44679



# 3
Below is one molecule with the formula C21H24N4O3, with properties calculated with wB97M-V/def2-TZVPD.

HOMO (eV): -7.99
Orbital gap (eV): 8.74
Net charge: 0
SMILES: CCCCNc1nc2ccccc2n1CC(=O)Nc1ccc2c(c1)OCCO2

Geometry (Å):
C 4.19209 0.72917 2.62269
C 3.02795 0.26642 3.49081
C 2.68385 -1.20937 3.28952
H 1.89260 -1.48629 3.98948
C 2.19867 -1.50550 1.86753
N 1.47001 -2.76660 1.81659
C 0.30023 -2.91504 1.13211
N 0.05961 -3.91661 0.33000
C -1.23620 -3.75788 -0.09109
C -2.00178 -4.52040 -0.96242
C -3.29148 -4.09949 -1.22311
C -3.82056 -2.95135 -0.63792
C -3.07418 -2.17571 0.23200
C -1.78325 -2.59527 0.49778
N -0.77961 -2.07044 1.29351
C -0.92937 -0.97237 2.20342
H -0.30490 -1.13017 3.08616
H -1.97413 -0.93037 2.53295
C -0.57702 0.40234 1.60874
O -0.13636 1.29069 2.30537
N -0.82600 0.48159 0.28066
C -0.61810 1.55885 -0.59139
C -0.98071 1.37960 -1.92111
C -0.80389 2.40017 -2.84272
C -0.27652 3.62661 -2.42511
C 0.10278 3.78672 -1.09910
C -0.05735 2.76575 -0.18433
H 0.23613 2.90337 0.84187
H 0.52159 4.73374 -0.80021
O -0.12444 4.68412 -3.28644
C -0.84137 4.52757 -4.49002
C -0.63724 3.11880 -5.04532
H -1.17215 2.98026 -5.98580
O -1.15321 2.16173 -4.14641
H 0.43628 2.94461 -5.20136
H -0.46218 5.28431 -5.17812
H -1.91313 4.69323 -4.31255
H -1.40056 0.44685 -2.26635
H -1.21857 -0.33999 -0.16350
H -3.49214 -1.28584 0.68217
H -4.83394 -2.65830 -0.86798
H -3.90989 -4.67263 -1.89794
H -1.59171 -5.40811 -1.41561
H 2.06380 -3.57123 1.66692
H 3.05121 -1.54149 1.18010
H 1.54589 -0.69849 1.53440
H 3.55337 -1.82981 3.51585
H 2.14683 0.87290 3.27201
H 3.28476 0.42077 4.54096
H 4.45667 1.75488 2.86756
H 5.06607 0.10168 2.78668
H 3.93148 0.69203 1.56810



# 4
Below is C7H16NP as an isolated structure, with properties calculated with wB97M-V/def2-TZVPD.

HOMO (alpha / beta) (eV): -7.75 / -7.75
Orbital gap (alpha / beta) (eV): 7.38 / 7.39
Net charge: 0

Geometry (Å):
C 1.76502 2.45019 -0.93886
C -2.42582 -0.24525 -0.40482
C -1.68572 1.38613 1.51716
C 2.09532 -0.94620 0.56434
C 0.74419 -1.83383 -1.32634
C -1.39143 0.10993 0.69192
C 0.71202 -1.20298 0.06127
N 0.06624 0.10545 0.22942
P 0.52596 1.57928 -1.60521
H 1.91102 3.43743 -1.31751
H 2.26490 2.04049 -0.15484
H -2.13961 0.12473 -1.40361
H -2.52957 -1.35652 -0.37928
H -3.35875 0.21730 -0.10672
H -1.36167 2.40518 1.11708
H -1.08358 1.55427 2.42593
H -2.71188 1.41192 1.55184
H 2.69000 -0.22957 0.00458
H 2.07225 -0.48348 1.57992
H 2.63958 -1.89671 0.51294
H 0.00636 -2.54052 -1.37175
H 1.74704 -2.19720 -1.48570
H 0.56923 -1.08582 -1.98844
H -1.34706 -0.79817 1.38000
H 0.22596 -2.00606 0.84666



# 5
Below is C7H6IrN4S2Te4 as an isolated structure, with properties calculated with wB97M-V/def2-TZVPD.

HOMO (alpha / beta) (eV): -7.55 / -7.43
Orbital gap (alpha / beta) (eV): 5.49 / 4.66
Net charge: 0
Spin multiplicity: 2

Geometry (Å):
Ir 0.01462 0.21308 0.27811
Te -2.33543 1.74214 1.32213
Te -0.97306 4.03520 1.64644
Te 1.61638 3.42644 1.95300
Te 2.13787 0.87936 1.61988
S 1.97312 -0.73858 -1.09985
C 2.19912 -2.29417 -0.39721
C 3.19320 -3.08534 -1.03807
N 4.00768 -3.66735 -1.60528
C 1.54423 -2.72760 0.71205
S 0.34507 -1.83004 1.56753
C 1.88890 -3.97047 1.31296
N 2.17078 -4.95335 1.83994
C -2.68403 3.28430 -3.03952
N -1.37536 2.66683 -3.22642
C -0.52913 3.12172 -4.32084
C -0.92892 1.81965 -2.35241
N -0.54414 1.03706 -1.59092
H -3.30351 3.10388 -3.91886
H -2.57126 4.36067 -2.89867
H -3.16292 2.86275 -2.15848
H -1.02683 2.94919 -5.27589
H 0.41326 2.58036 -4.30876
H -0.32502 4.18957 -4.22139



# 6
Below is C32H29F3N6O5PPbS as an isolated structure, with properties calculated with wB97M-V/def2-TZVPD.

HOMO (alpha / beta) (eV): -15.45 / -15.44
Orbital gap (alpha / beta) (eV): 5.99 / 5.94
Net charge: +3

Geometry (Å):
Pb -1.17149 -0.75191 -1.08218
F -0.45689 3.75859 2.79872
C -0.69139 4.62579 1.77752
F 0.49081 5.17669 1.48602
F -1.47639 5.57379 2.24852
C -1.31079 3.88879 0.61482
C -2.41319 4.46099 -0.01778
C -3.09499 3.74319 -0.98558
C -2.68159 2.44739 -1.24938
N -1.60409 1.91739 -0.69068
C -0.89449 2.62379 0.19022
S 0.50421 1.60859 0.61512
H -2.73089 5.45299 0.26762
H -3.94499 4.16659 -1.49318
H -3.22189 1.81269 -1.93348
O 2.21321 -1.05111 -0.50518
N 1.16731 -1.91341 -0.29358
C 1.26611 -2.82491 0.58432
C 2.37111 -3.03381 1.53092
C 3.02401 -4.25641 1.64622
C 4.02351 -4.42331 2.59232
C 4.35571 -3.38761 3.45482
C 3.69671 -2.16971 3.37542
C 2.72421 -1.98101 2.39882
P 1.75131 -0.45701 2.25372
C 2.68561 0.97599 1.94072
C 4.00721 0.80839 1.48482
C 4.66141 1.79539 0.79752
C 4.00101 3.00069 0.45112
C 2.74291 3.23939 0.87302
C 1.97681 2.26289 1.66662
C 0.36211 -0.54961 3.38202
C -0.66449 0.49829 3.32582
C -2.03669 0.13109 3.75862
C -2.24359 -1.15671 4.40342
C -1.24439 -2.05991 4.44762
C 0.02251 -1.78531 3.85442
H 3.05001 -1.41771 -0.15348
H 0.42651 -3.50351 0.62242
H 2.76241 -5.06401 0.98042
H 4.53561 -5.37021 2.66622
H 5.12051 -3.53241 4.20212
H 3.92441 -1.37361 4.06912
H 4.52421 -0.11231 1.71532
H 5.69161 1.66309 0.50862
H 4.52431 3.74229 -0.12978
H 2.26641 4.17599 0.64192
H 1.55491 2.71609 2.56502
H -0.36949 1.53859 3.33372
H -2.73449 0.92699 4.00042
H -3.20549 -1.34191 4.85242
H -1.38759 -3.01171 4.93472
H 0.74841 -2.58481 3.83162
O -1.51329 -0.89731 1.56842
O -1.70629 0.23249 2.31822
N -4.05889 -4.21181 -2.00708
C -2.94789 -3.48361 -2.12468
N -1.88909 -4.06711 -2.71628
O -2.91259 -2.31031 -1.68748
H -4.13139 -5.15151 -2.35978
H -4.86889 -3.80891 -1.56558
H -1.94959 -4.98851 -3.11638
H -1.05879 -3.52711 -2.89178
O 1.10381 -1.57891 -3.91258
C 0.39241 -1.64491 -3.04978
N -1.98959 2.12159 -6.97798
C -1.79919 1.53579 -5.79908
C -2.77619 0.69729 -5.21408
C -2.53099 0.10789 -4.00398
N -1.39609 0.28879 -3.30438
C -0.47029 1.10229 -3.84168
C -0.61059 1.71899 -5.05438
H -2.83749 1.97469 -7.50188
H -1.28139 2.70299 -7.39638
H -3.70959 0.52369 -5.72538
H -3.26189 -0.54271 -3.54678
H 0.42501 1.24899 -3.25318
H 0.18071 2.33909 -5.44668



Maximum force list, top to bottom, in eV/A: 3.3; 0.2; 0.7; 3.5; 3.3; 1.6